Formula: C5H10
Source: the Open Molecules 2025 dataset
Level of theory: ωB97M-V/def2-TZVPD

Positions of all 15 atoms, in Å:
C1 2.56 0.18 0.55
C2 -0.51 0.29 0.56
C3 -0.91 -1.07 0.25
C4 -2.04 -0.06 -0.25
C5 -0.87 0.93 -0.70
H1 3.01 1.11 0.19
H2 3.20 -0.26 1.32
H3 2.45 -0.52 -0.28
H4 1.58 0.40 0.99
H5 -0.56 -1.58 -0.66
H6 -1.10 -1.76 1.07
H7 -2.78 0.29 0.46
H8 -2.50 -0.48 -1.14
H9 -1.02 2.01 -0.71
H10 -0.52 0.54 -1.66

Calculated values
* energy: -5342.7631 eV
* ΔE to the lowest compared entry with this formula, charge and spin: 103.8 kcal per mole
* charge: 0
* highest occupied orbital energy: -8.09 eV